Entry 1:
Below is 2 unconnected molecules or ions with the total composition C8H14N4O3 in a non-equilibrium geometry, with properties calculated with the ωB97M-V functional and the def2-TZVPD basis.

Computed properties:
2S+1 = 1
Relative energy (zero: lowest compared OMol25 entry of this formula, charge and spin) = 72.44 kcal/mol
Frontier orbital gap (alpha / beta) = 9.2 / 9.2 eV
SMILES string = CN(C)C(=O)c1ncc[nH]1.C/C=[N+](/[O-])O
HOMO energy (alpha / beta) = -8.6 / -8.6 eV

Bonds (Å) are listed after each position.
Atoms and positions in Å:
1 H -1.38 0.41 -2.64  C27 1.140
2 H -0.31 3.05 -0.53  C10 1.164
3 C 0.59 0.12 -0.88  O7 1.246, N12 1.393, C26 1.493
4 H 2.56 -1.52 -0.52  N21 1.024
5 H 4.34 1.76 1.26  C24 1.040
6 O 1.44 -3.03 -0.39  N25 1.317
7 O 0.51 -0.89 -1.60  C3 1.246
8 C 0.03 -1.84 1.00  H14 1.100, C15 1.396, N25 1.337
9 C 3.93 -0.05 0.15  N21 1.337, C24 1.393, H28 1.030
10 C -0.47 2.06 0.06  H2 1.164, N12 1.388, H20 1.087, H23 1.070
11 O -0.82 -2.92 -0.84  H16 0.999, N25 1.349
12 N -0.52 0.96 -0.79  C3 1.393, C10 1.388, C27 1.443
13 H -2.04 1.92 -1.86  C27 1.128
14 H 0.98 -1.70 1.53  C8 1.100
15 C -1.17 -1.39 1.54  C8 1.396, H17 1.064, H18 1.107, H22 1.052
16 H -0.44 -2.79 -1.76  O11 0.999
17 H -1.43 -1.87 2.46  C15 1.064
18 H -2.00 -1.52 0.82  C15 1.107
19 N 2.33 1.42 0.64  C24 1.350, C26 1.339
20 H -1.38 2.33 0.58  C10 1.087
21 N 2.78 -0.53 -0.35  H4 1.024, C9 1.337, C26 1.355
22 H -1.30 -0.36 1.71  C15 1.052
23 H 0.29 1.96 0.79  C10 1.070
24 C 3.64 1.16 0.77  H5 1.040, C9 1.393, N19 1.350
25 N 0.23 -2.67 -0.03  O6 1.317, C8 1.337, O11 1.349
26 C 1.85 0.44 -0.15  C3 1.493, N19 1.339, N21 1.355
27 C -1.68 0.87 -1.64  H1 1.140, N12 1.443, H13 1.128, H29 1.036
28 H 4.79 -0.58 -0.04  C9 1.030
29 H -2.29 0.22 -1.13  C27 1.036

Atomic partial charges in e from the Mulliken method, atoms 1 to 4: atom 1 (H): 0.2798, atom 2 (H): 0.3961, atom 3 (C): 0.6944, atom 4 (H): 0.2959

=====

Entry 2:
Below is 2 unconnected molecules or ions with the total composition C9H9N3O2 in a non-equilibrium geometry, with properties calculated with the ωB97M-V functional and the def2-TZVPD basis.

Computed properties:
2S+1 = 1
Relative energy (zero: lowest compared OMol25 entry of this formula, charge and spin) = 87.21 kcal/mol
Frontier orbital gap = 10.2 eV
SMILES string = O=c1cc[nH]c(=O)[nH]1.c1ccncc1
HOMO energy = -9.9 eV

Bonds (Å) are listed after each position.
Atoms and positions in Å:
1 H -5.88 0.25 -0.51  C23 1.097
2 H -2.51 -2.41 -0.49  C19 1.202
3 H 4.52 -2.13 -0.33  C20 1.196
4 N -4.30 -1.08 -0.64  C19 1.419, C23 1.385
5 O 1.17 1.87 0.21  C7 1.249
6 C -2.09 -0.44 0.17  C13 1.425, H14 1.156, C19 1.313
7 C 2.11 1.04 0.22  O5 1.249, N11 1.368, N15 1.388
8 H 3.50 2.11 -0.83  N11 1.078
9 C 4.21 0.01 -0.54  N11 1.438, C20 1.480, O22 1.256
10 H -2.00 1.93 0.08  C13 1.185
11 N 3.33 1.14 -0.39  C7 1.368, H8 1.078, C9 1.438
12 C -3.92 1.25 -0.04  C13 1.399, H21 1.116, C23 1.416
13 C -2.58 0.90 0.17  C6 1.425, H10 1.185, C12 1.399
14 H -1.00 -0.77 0.38  C6 1.156
15 N 1.93 -0.07 1.02  C7 1.388, H17 0.999, C18 1.417
16 H 2.62 -2.22 1.10  C18 1.063
17 H 0.96 -0.10 1.27  N15 0.999
18 C 2.71 -1.22 0.75  N15 1.417, H16 1.063, C20 1.302
19 C -2.92 -1.28 -0.39  H2 1.202, N4 1.419, C6 1.313
20 C 3.87 -1.26 0.16  H3 1.196, C9 1.480, C18 1.302
21 H -4.23 2.30 0.15  C12 1.116
22 O 5.30 0.00 -1.16  C9 1.256
23 C -4.80 0.18 -0.36  H1 1.097, N4 1.385, C12 1.416

Atomic partial charges in e from the Mulliken method, atoms 1 to 4: atom 1 (H): 0.3679, atom 2 (H): 0.2270, atom 3 (H): 0.2878, atom 4 (N): -0.5272

=====

Entry 3:
Below is 2 unconnected molecules or ions with the total composition C5H16N2O in a non-equilibrium geometry, with properties calculated with the ωB97M-V functional and the def2-TZVPD basis.

Computed properties:
2S+1 = 1
Relative energy (zero: lowest compared OMol25 entry of this formula, charge and spin) = 26.43 kcal/mol
Frontier orbital gap = 9.3 eV
SMILES string = CNCC[C@H](C)N.O
HOMO energy = -8.6 eV

Bonds (Å) are listed after each position.
Atoms and positions in Å:
1 O 3.13 -1.78 0.99  H16 0.968, H23 0.972
2 H -0.40 1.41 0.55  C18 1.097
3 N -1.90 -1.52 -0.13  H10 1.006, C17 1.468, C22 1.471
4 H -3.36 -0.02 0.04  C22 1.100
5 H 2.23 1.92 0.45  N15 1.012
6 C 0.49 2.42 -1.15  H8 1.085, H13 1.095, H14 1.087, C18 1.527
7 H -2.26 -0.04 1.34  C22 1.092
8 H 1.41 2.32 -1.71  C6 1.085
9 C 0.03 -0.06 -0.94  H12 1.087, C17 1.563, C18 1.526, H21 1.094
10 H -1.97 -2.49 0.09  N3 1.006
11 H 0.13 -2.08 -0.03  C17 1.087
12 H -0.71 0.14 -1.71  C9 1.087
13 H 0.61 3.31 -0.52  C6 1.095
14 H -0.40 2.48 -1.78  C6 1.087
15 N 1.68 1.08 0.43  H5 1.012, C18 1.453, H24 1.006
16 H 2.46 -2.25 1.51  O1 0.968
17 C -0.48 -1.18 0.03  N3 1.468, C9 1.563, H11 1.087, H20 1.102
18 C 0.38 1.23 -0.20  H2 1.097, C6 1.527, C9 1.526, N15 1.453
19 H -3.57 -1.37 1.12  C22 1.081
20 H -0.28 -0.79 1.05  C17 1.102
21 H 0.90 -0.52 -1.40  C9 1.094
22 C -2.82 -0.72 0.70  N3 1.471, H4 1.100, H7 1.092, H19 1.081
23 H 2.87 -1.94 0.07  O1 0.972
24 H 1.85 0.45 1.20  N15 1.006

Atomic partial charges in e from the Mulliken method, atoms 1 to 4: atom 1 (O): -0.6410, atom 2 (H): -0.0038, atom 3 (N): -0.4106, atom 4 (H): 0.2476